Entry 1:
# C3H4N2OS

A single C3H4N2OS molecule at a distorted geometry (ωB97M-V with the def2-TZVPD basis set, the OMol25 dataset).

Results
HOMO-LUMO gap in eV: 8.05
HOMO level in eV: -8.3903
Calculated total energy in a.u.: -699.502214

The geometry in ORCA input format:
```
! wB97M-V def2-TZVPD RIJCOSX def2/J DEFGRID3
* xyz 0 1
N 1.029 0.037 2.387
N 0.545 -0.558 1.250
C -0.801 -0.868 1.181
C -1.382 -0.537 0.001
C -0.347 0.220 -0.661
S -0.068 0.589 -2.310
O 0.822 0.337 0.173
H 1.715 -0.446 3.009
H 0.599 1.093 2.568
H -1.328 -1.329 2.092
H -2.306 -0.683 -0.666
*
```

---

Entry 2:
# C18H15NOS8W

A molecular structure, C18H15NOS8W at a distorted geometry (ωB97M-V with the def2-TZVPD basis set, the OMol25 dataset).

Results
HOMO-LUMO gap (spin up / spin down) in eV: 6.08 / 4.96
HOMO level (spin up / spin down) in eV: -13.2298 / -13.0690
Calculated total energy in a.u.: -4076.949801

The geometry in ORCA input format:
```
! wB97M-V def2-TZVPD RIJCOSX def2/J DEFGRID3
* xyz 2 1
W 0.200 0.306 1.008
S 6.306 -2.546 3.783
C 4.953 -1.949 3.160
S 3.761 -2.907 2.296
C 2.668 -1.595 1.964
C 3.032 -0.357 2.430
S 2.027 1.042 2.168
S 4.511 -0.243 3.291
S 1.230 -1.816 1.082
O -1.205 -0.161 2.341
S -2.487 0.712 2.032
C -3.335 -0.225 0.808
C -4.703 -0.023 0.684
C -5.377 -0.690 -0.329
C -4.685 -1.547 -1.175
C -3.317 -1.757 -1.016
C -2.630 -1.091 -0.020
C -1.604 1.923 0.997
C -0.541 2.587 1.655
C 0.051 3.695 1.005
C -0.418 4.110 -0.212
C -1.515 3.469 -0.824
C -2.125 2.400 -0.226
H -5.233 0.638 1.360
H -6.442 -0.550 -0.448
H -5.218 -2.073 -1.955
H -2.800 -2.458 -1.659
H -1.582 -1.314 0.183
H -0.365 2.453 2.716
H 0.847 4.229 1.506
H 0.028 4.969 -0.696
H -1.892 3.841 -1.767
H -2.975 1.910 -0.683
S 0.574 0.707 -1.298
C 1.885 -0.353 -1.735
N 1.736 -1.397 -2.498
C 2.917 -2.246 -2.710
C 4.131 -1.395 -2.323
S 3.492 -0.063 -1.241
H 0.828 -1.651 -2.865
H 2.962 -2.554 -3.752
H 2.825 -3.133 -2.083
H 4.608 -0.929 -3.182
H 4.871 -1.969 -1.774
*
```

---

Entry 3:
# C7H13N2

A molecular structure, C7H13N2 at a distorted geometry (ωB97M-V with the def2-TZVPD basis set, the OMol25 dataset).

Results
HOMO-LUMO gap (spin up / spin down) in eV: 7.88 / 7.89
HOMO level (spin up / spin down) in eV: -13.7100 / -13.7104
Calculated total energy in a.u.: -383.598437

The geometry in ORCA input format:
```
! wB97M-V def2-TZVPD RIJCOSX def2/J DEFGRID3
* xyz 1 1
C -0.385 -0.571 -1.634
C -0.947 -1.357 -0.486
C 0.480 0.670 -1.592
C -0.224 -1.050 0.731
C 1.015 0.883 -0.106
C 0.014 0.414 0.901
C 0.355 0.648 2.367
N -0.916 -0.234 -4.117
N -1.540 -0.560 -3.158
H -1.841 -0.660 -0.746
H -1.245 -2.362 -0.588
H 1.392 0.340 -2.215
H 0.063 1.472 -2.145
H -0.807 -1.491 1.568
H 0.736 -1.544 0.704
H 2.001 0.457 0.073
H 1.195 1.960 -0.122
H -0.922 0.948 0.718
H -0.533 0.592 2.943
H 0.707 1.720 2.427
H 1.038 -0.139 2.765
H -1.530 -0.296 -4.911
*
```

---

Entry 4:
# C4H8FN

A single C4H8FN molecule at a distorted geometry (ωB97M-V with the def2-TZVPD basis set, the OMol25 dataset).

Results
HOMO-LUMO gap in eV: 10.15
HOMO level in eV: -9.0951
Calculated total energy in a.u.: -311.747511

The geometry in ORCA input format:
```
! wB97M-V def2-TZVPD RIJCOSX def2/J DEFGRID3
* xyz 0 1
N -0.536 1.482 -0.056
C -0.022 0.157 -0.068
C -1.069 -0.882 -0.301
F -2.146 -0.189 0.416
C 1.013 -0.189 1.047
C 1.339 -0.211 -0.498
H -0.699 1.828 -1.057
H -1.367 1.743 0.478
H -0.822 -1.882 -0.027
H -1.389 -0.927 -1.328
H 0.906 -1.128 1.553
H 1.204 0.831 1.393
H 2.118 0.587 -0.566
H 1.470 -1.220 -0.985
*
```

---

Sequential energy relative to the best compared isomer or geometry (same formula, charge and spin) output: 4.624; 0.288; 5.952; 1.956 eV